[1]
{
  "formula": "C15H45N4O9S",
  "method": "ωB97M-V/def2-TZVPD",
  "orbital_gap_ev": [2.356, 4.498],
  "fmax_ev_per_a": 5.63,
  "total_energy_ev": -51499.2799,
  "homo_energy_ev": [1.91, -0.29],
  "charge": -2,
  "multiplicity": 2,
  "mol_weight_g_mol": 457.61,
  "s_squared": 0.751,
  "species": ["S", "O", "O", "O", "O", "O", "O", "O", "O", "O", "N", "N", "N", "N", "C", "C", "C", "C", "C", "C", "C", "C", "C", "C", "C", "C", "C", "C", "C", "H", "H", "H", "H", "H", "H", "H", "H", "H", "H", "H", "H", "H", "H", "H", "H", "H", "H", "H", "H", "H", "H", "H", "H", "H", "H", "H", "H", "H", "H", "H", "H", "H", "H", "H", "H", "H", "H", "H", "H", "H", "H", "H", "H", "H"],
  "coordinates": [[-1.181, -3.585, 0.031], [1.618, 0.470, -1.973], [-2.246, -3.151, -0.865], [0.166, -3.585, -0.578], [-0.904, 4.417, 0.159], [3.657, -3.613, 2.497], [1.879, 1.765, 3.552], [-3.153, -0.076, -1.613], [-1.278, -2.843, 1.291], [-1.622, -4.866, 0.596], [-4.171, -0.198, 1.108], [2.452, -2.353, -0.860], [-0.557, 1.025, 1.500], [-0.335, -0.517, -0.628], [-3.264, 0.816, -2.602], [3.408, -2.670, 0.282], [-4.662, 1.504, -2.672], [4.244, -4.906, 2.148], [1.157, 0.941, -3.294], [2.169, 2.475, 4.803], [2.643, -3.222, 1.588], [-1.049, 3.039, 0.019], [2.754, -1.674, -2.183], [2.865, -0.215, -2.087], [-0.347, 2.504, 1.287], [0.743, 0.982, 3.740], [0.512, 0.450, 2.229], [-1.722, 5.257, -0.596], [-2.909, 0.266, -3.926], [-0.316, 0.123, 0.153], [0.329, -0.114, -1.273], [1.852, 1.653, -3.739], [0.236, 1.498, -3.123], [0.426, -0.636, 2.195], [-3.372, -0.695, -4.147], [-2.959, 0.936, -4.784], [-1.203, 0.810, 2.246], [-3.444, -0.324, 1.797], [1.371, 3.097, 5.210], [2.069, -2.410, 2.036], [3.488, 0.235, -2.861], [-4.840, -0.930, 0.916], [1.944, -4.044, 1.436], [-0.104, 1.566, 4.099], [-0.142, -1.439, -0.265], [-4.943, 1.893, -1.693], [-3.768, -0.173, 0.182], [-1.586, 6.322, -0.407], [-2.627, 1.650, -2.308], [4.966, -5.141, 2.930], [-1.248, -0.532, -1.059], [-2.771, 5.031, -0.408], [3.063, 3.041, 4.542], [2.514, 1.747, 5.537], [-4.744, 2.187, -3.517], [1.022, 0.102, 4.320], [3.504, 0.052, -1.245], [-1.473, 5.030, -1.633], [1.607, -2.905, -0.821], [-1.825, 0.149, -3.941], [4.751, -4.873, 1.183], [-4.675, 0.643, 1.351], [-2.098, 2.772, -0.104], [-0.471, 3.015, 2.242], [3.796, -1.754, 0.728], [0.718, 2.669, 1.124], [-0.510, 2.758, -0.886], [4.326, -3.167, -0.030], [3.480, -5.649, 1.917], [3.589, -2.156, -2.690], [-5.331, 0.685, -2.938], [1.445, 0.611, 1.688], [1.923, -1.968, -2.824], [1.165, 0.195, -4.089]],
  "lowdin_spin": [0.016, 0.001, 0.002, 0.001, 0.020, 0.000, 0.005, 0.026, 0.016, 0.001, 0.175, 0.000, 0.020, 0.001, 0.002, 0.000, 0.019, 0.000, 0.001, 0.006, 0.000, 0.028, 0.000, 0.000, 0.039, 0.030, 0.006, 0.022, 0.001, 0.000, 0.000, 0.000, 0.000, 0.001, 0.000, 0.000, 0.059, 0.099, 0.005, 0.000, 0.000, 0.057, 0.000, 0.036, 0.000, 0.024, 0.018, 0.002, 0.000, 0.000, 0.000, 0.013, 0.000, 0.001, 0.000, 0.002, 0.000, 0.001, 0.000, 0.000, 0.000, 0.200, 0.018, 0.020, 0.000, 0.000, 0.000, 0.000, 0.000, 0.000, 0.001, 0.001, 0.000, 0.000]
}

[2]
{
  "formula": "C15H45O11",
  "method": "ωB97M-V/def2-TZVPD",
  "orbital_gap_ev": 9.549,
  "fmax_ev_per_a": 7.59,
  "total_energy_ev": -38799.6090,
  "homo_energy_ev": -6.68,
  "relative_energy_kcal_mol": 20.1,
  "charge": -1,
  "mol_weight_g_mol": 401.51,
  "species": ["O", "O", "O", "O", "O", "O", "O", "O", "O", "O", "O", "C", "C", "C", "C", "C", "C", "C", "C", "C", "C", "C", "C", "C", "C", "C", "H", "H", "H", "H", "H", "H", "H", "H", "H", "H", "H", "H", "H", "H", "H", "H", "H", "H", "H", "H", "H", "H", "H", "H", "H", "H", "H", "H", "H", "H", "H", "H", "H", "H", "H", "H", "H", "H", "H", "H", "H", "H", "H", "H", "H"],
  "coordinates": [[-37.326, -13.339, 5.333], [-36.858, -15.106, 6.518], [-33.558, -17.998, 8.312], [-38.594, -10.953, 5.066], [-35.147, -12.112, 3.890], [-35.877, -14.876, 4.552], [-38.531, -13.275, 7.996], [-38.894, -16.929, 6.767], [-33.105, -14.659, 5.220], [-39.243, -14.175, 3.503], [-35.419, -16.989, 3.289], [-38.366, -14.116, 2.419], [-34.195, -11.748, 5.999], [-39.218, -10.766, 3.809], [-35.188, -17.814, 6.429], [-35.808, -18.862, 8.748], [-34.992, -11.158, 4.832], [-36.674, -14.403, 5.402], [-39.813, -13.725, 7.776], [-34.761, -16.658, 2.077], [-34.928, -17.864, 7.931], [-32.375, -14.401, 4.069], [-40.128, -9.526, 3.892], [-34.319, -9.917, 4.206], [-38.068, -10.739, 2.688], [-39.481, -17.144, 5.395], [-35.723, -16.187, 3.800], [-40.588, -12.839, 7.413], [-34.132, -14.711, 5.072], [-35.875, -10.877, 5.048], [-36.312, -15.905, 6.421], [-40.529, -14.190, 8.532], [-40.559, -9.373, 4.890], [-34.686, -15.601, 1.534], [-33.475, -10.234, 3.476], [-39.472, -18.211, 4.969], [-35.770, -18.447, 9.739], [-39.048, -16.563, 4.621], [-32.708, -14.897, 3.187], [-35.121, -16.755, 8.346], [-34.672, -16.660, 5.908], [-37.369, -11.481, 2.365], [-40.491, -17.104, 5.393], [-35.591, -12.803, 4.244], [-35.638, -19.818, 8.434], [-40.783, -9.413, 2.980], [-34.680, -18.590, 5.990], [-33.053, -11.753, 6.051], [-36.847, -18.637, 8.512], [-34.665, -11.087, 6.918], [-39.999, -14.385, 6.814], [-35.304, -16.912, 1.120], [-38.273, -11.911, 5.030], [-34.683, -12.839, 6.296], [-38.586, -10.348, 1.877], [-33.613, -17.005, 1.896], [-38.003, -15.227, 2.121], [-38.759, -14.002, 4.255], [-34.943, -9.390, 3.262], [-37.893, -13.562, 7.287], [-37.589, -9.816, 2.896], [-39.779, -11.626, 3.455], [-37.565, -13.498, 2.762], [-31.394, -15.081, 4.267], [-33.966, -9.121, 5.098], [-39.572, -8.706, 3.845], [-32.380, -13.457, 3.823], [-33.011, -17.162, 8.198], [-38.838, -13.510, 1.569], [-38.385, -16.161, 6.642], [-36.480, -17.813, 6.222]],
  "mulliken_charge": [-0.489, -0.589, -0.613, -0.645, -0.596, -0.389, -0.632, -0.609, -0.417, -0.606, -0.563, 0.132, -0.653, 1.062, -1.171, -1.504, 0.940, 1.504, -0.286, -0.740, 1.043, -0.708, -1.612, -1.291, -1.573, -0.671, 0.413, 0.168, 0.314, 0.226, -0.368, 0.277, 0.371, 0.183, 0.290, 0.256, 0.395, 0.176, 0.178, -0.024, 0.071, 0.363, 0.452, -0.380, 0.458, 0.331, 0.721, 0.211, 0.328, 0.339, -0.049, 0.286, 0.418, -0.047, 0.438, 0.261, 0.192, 0.305, 0.202, 0.342, 0.400, 0.139, -0.448, 0.213, 0.242, 0.512, 0.346, 0.338, 0.289, 0.477, 0.071]
}

[3]
{
  "formula": "C15H46CoN9O7",
  "method": "ωB97M-V/def2-TZVPD",
  "orbital_gap_ev": [6.439, 6.214],
  "fmax_ev_per_a": 7.03,
  "total_energy_ev": -81662.8887,
  "homo_energy_ev": [-11.06, -11.06],
  "relative_energy_kcal_mol": 137.4,
  "charge": 1,
  "multiplicity": 4,
  "mol_weight_g_mol": 523.52,
  "s_squared": 3.756,
  "species": ["Co", "O", "O", "O", "O", "O", "O", "O", "N", "N", "N", "N", "N", "N", "N", "N", "N", "C", "C", "C", "C", "C", "C", "C", "C", "C", "C", "C", "C", "C", "C", "C", "H", "H", "H", "H", "H", "H", "H", "H", "H", "H", "H", "H", "H", "H", "H", "H", "H", "H", "H", "H", "H", "H", "H", "H", "H", "H", "H", "H", "H", "H", "H", "H", "H", "H", "H", "H", "H", "H", "H", "H", "H", "H", "H", "H", "H", "H"],
  "coordinates": [[2.066, -1.406, -2.758], [-1.463, -1.414, 2.160], [5.222, -0.046, 0.923], [2.125, 2.472, -1.259], [-1.553, 1.916, -5.575], [2.359, -2.133, -0.779], [-3.587, 1.270, 0.745], [0.630, -0.128, -2.131], [0.129, 1.647, -4.108], [1.878, -3.734, 0.641], [-2.367, -0.530, 4.768], [0.013, 2.275, -0.548], [-0.977, -0.012, -4.690], [-2.931, 1.112, -2.089], [3.530, 0.123, -2.291], [1.034, 3.965, -0.037], [3.383, -2.280, 1.265], [-1.357, -1.743, 0.757], [5.851, 0.571, -1.873], [-3.918, 0.775, 2.077], [2.559, -2.703, 0.329], [-5.045, 1.510, -2.652], [4.907, 0.333, 2.321], [-1.826, -1.856, 4.436], [-2.695, -2.776, 5.307], [4.582, -0.134, -1.391], [1.130, 2.879, -0.660], [-0.819, 1.249, -4.870], [-4.478, 0.967, -0.326], [4.292, 0.448, -0.037], [-2.094, -2.369, 2.976], [-4.049, 1.755, -1.547], [-5.093, 0.456, -2.925], [-3.331, -0.560, 4.470], [5.672, -0.177, 2.907], [-6.079, 1.765, -2.418], [-2.276, -3.772, 5.161], [-5.461, 1.273, 0.034], [2.034, -4.346, 1.429], [5.962, 0.481, -2.953], [4.651, -1.207, -1.216], [-1.595, -3.333, 2.878], [0.178, 1.152, -3.230], [3.736, -2.767, 2.076], [4.257, 1.537, 0.000], [-2.316, -1.468, 0.319], [-0.393, -1.358, 0.423], [5.862, 1.655, -1.756], [-3.701, -2.844, 4.891], [-0.767, 2.462, 0.065], [-1.926, 0.129, 4.143], [-2.660, 1.706, -2.859], [0.187, -0.607, -1.404], [5.123, 1.384, 2.514], [6.697, 0.047, -1.429], [0.179, 4.104, 0.483], [-2.101, 1.205, -1.521], [0.094, 1.436, -1.105], [3.826, 0.815, -2.964], [-1.166, -2.800, 0.569], [-3.262, 1.191, 2.841], [-1.792, -0.558, -4.930], [-4.983, 0.966, 2.211], [-4.483, -0.101, -0.544], [-0.405, -0.331, -3.921], [0.484, 2.574, -4.293], [-4.782, 2.148, -3.496], [3.904, -0.014, 2.569], [3.271, 0.306, 0.316], [-3.149, -2.437, 2.709], [2.884, 0.749, -1.832], [1.172, -3.950, -0.048], [1.882, 4.511, 0.010], [-0.803, -1.877, 4.810], [-3.687, -0.290, 2.099], [-2.597, -2.562, 6.371], [-3.767, 2.808, -1.564], [3.985, -1.505, 1.026]],
  "lowdin_spin": [2.768, 0.000, 0.000, 0.001, 0.001, 0.028, 0.000, 0.126, 0.001, 0.000, 0.000, 0.001, 0.000, 0.000, 0.047, 0.000, 0.001, 0.000, 0.002, 0.000, 0.005, 0.000, 0.000, 0.000, 0.000, 0.007, 0.000, 0.000, 0.000, 0.001, 0.000, 0.000, 0.000, 0.000, 0.000, 0.000, 0.000, 0.000, 0.000, 0.000, 0.002, 0.000, 0.000, 0.000, 0.000, 0.000, 0.000, 0.000, 0.000, 0.000, 0.000, 0.000, 0.003, 0.000, 0.000, 0.000, 0.000, 0.001, 0.003, 0.000, 0.000, 0.000, 0.000, 0.000, 0.000, 0.000, 0.000, 0.000, 0.000, 0.000, 0.001, 0.000, 0.000, 0.000, 0.000, 0.000, 0.000, 0.000]
}